# 1
Here is a 2-piece molecular cluster, C8H9N2O2 overall at a distorted geometry from OMol25. Energies are from ωB97M-V with the def2-TZVPD basis set.

Summary:
Total charge: +1
2S+1: 3
LUMO energy (alpha / beta), eV: -5.05 / -6.59

```
21
Properties=species:S:1:pos:R:3:forces:R:3
O 2.78795 1.92327 -0.33021 0.68 0.43 -0.07
O 1.59077 -0.93103 1.56490 -1.89 0.05 2.01
N -0.48202 0.20184 -0.20378 -3.35 0.04 -0.29
N 1.65966 1.86338 -0.14230 -0.44 0.37 0.09
C -1.48507 -0.14188 -1.11909 1.56 -1.42 -0.51
C 0.85655 -0.03590 -0.54321 -1.30 -0.21 0.73
C -2.26381 0.82780 1.33757 -0.10 -1.87 -1.50
C 3.02322 -1.06251 -0.25189 1.58 -2.34 1.75
C -0.94038 0.65711 0.99089 -0.71 0.13 -1.78
C -2.80689 -0.22351 -0.77051 -2.07 -0.35 1.03
C 1.71739 -0.74291 0.40280 2.56 -0.12 -1.96
C -3.22676 0.23638 0.52733 2.63 0.20 -1.96
H 1.08118 -0.10868 -1.59575 -0.17 0.08 -0.08
H 3.68090 -1.59435 0.56912 -0.99 1.66 -1.57
H 3.02096 -1.81820 -1.02973 -0.59 -0.01 -0.42
H -4.24073 0.10204 0.71184 -1.56 0.15 0.89
H -2.42991 1.22816 2.28622 -0.53 0.63 1.26
H -3.70565 -0.71292 -1.31691 2.38 0.96 0.11
H 3.42325 -0.16234 -0.67700 0.70 0.29 -0.03
H -1.00269 -0.57166 -2.01698 -1.00 0.45 0.25
H -0.25792 1.06590 1.60668 2.60 0.87 2.03
```
Forces are in eV/Å.



# 2
Here is C6BaF18N3O12S6 as an isolated structure at a distorted geometry from OMol25. Energies are from ωB97M-V with the def2-TZVPD basis set.

Summary:
Total charge: -1
LUMO energy, eV: 1.76

```
46
Properties=species:S:1:pos:R:3:forces:R:3
Ba 16.27249 -4.18465 -10.30780 -0.55 0.32 0.36
S 18.00567 -7.02232 -12.33015 2.13 -0.33 -1.15
S 17.21208 -1.67278 -13.26760 0.40 0.17 -0.32
S 18.86359 -2.52040 -7.92162 -0.17 -0.10 -0.48
S 14.57427 -2.26238 -12.95080 0.49 0.70 1.27
S 18.27854 -4.84829 -6.94438 0.14 -0.25 1.35
S 15.65807 -7.69503 -11.43347 -0.41 1.29 0.63
F 20.29708 -5.80138 -11.94822 0.22 0.14 0.05
F 16.34107 0.63595 -12.35842 -0.04 0.19 -0.10
F 16.22081 -6.25762 -7.91456 0.05 0.16 0.28
F 13.49425 -4.23785 -14.27471 0.08 0.27 -0.08
F 17.33974 -7.16145 -6.25583 -0.30 0.10 0.01
F 14.80656 -7.02793 -13.78955 -0.20 0.09 0.05
F 18.17259 -7.11595 -8.23111 0.14 -0.18 -0.42
F 15.60771 -4.08107 -14.55055 1.01 -0.42 -0.34
F 20.48218 -3.87719 -9.50275 0.01 0.32 -0.08
F 17.62053 -0.43792 -10.99313 -0.05 0.09 -0.20
F 14.27989 -2.68763 -15.52629 0.10 0.57 -0.92
F 19.20561 -5.08730 -13.66315 0.12 0.12 -0.12
F 19.54476 -2.15291 -10.43480 -0.06 -0.09 -0.27
F 13.94547 -5.88757 -12.15144 -0.17 0.25 0.08
F 18.47572 0.53989 -12.72520 0.10 0.18 -0.15
F 21.12745 -1.87125 -8.99236 0.25 0.16 -0.13
F 18.56946 -4.49341 -11.67320 0.41 -0.30 -0.03
F 13.31686 -7.93574 -12.50528 -0.22 0.01 -0.01
O 17.64029 -4.34201 -5.76351 -0.52 -0.33 -0.25
O 17.88160 -7.32093 -13.72277 -0.80 0.06 -0.23
O 18.46765 -2.34580 -13.23595 0.13 0.02 0.44
O 15.13131 -7.60584 -10.10618 -0.28 0.17 0.15
O 16.72318 -1.22236 -14.53630 -0.21 -0.24 0.09
O 19.64945 -5.21860 -6.82938 0.38 -0.52 -0.25
O 13.69574 -2.81006 -11.94843 0.51 -0.97 0.24
O 18.66911 -8.01476 -11.53993 0.05 0.46 0.51
O 16.01009 -8.95161 -11.98831 0.49 -0.20 -0.07
O 14.24723 -0.94503 -13.38106 0.14 -0.07 -0.33
O 18.03338 -1.39999 -8.16379 -1.04 0.75 -1.00
O 19.64888 -2.44848 -6.73832 0.21 -0.73 0.15
N 16.72189 -6.40425 -11.58983 -0.67 -2.38 -0.60
N 17.97399 -3.91369 -8.22602 1.07 0.87 0.98
N 16.12847 -2.48704 -12.36543 -1.34 0.92 -1.58
C 17.44525 -6.44498 -7.36203 0.03 0.21 -0.28
C 17.41837 -0.12564 -12.28474 0.09 -0.40 0.59
C 14.51944 -3.37402 -14.45416 -1.37 -0.62 1.11
C 19.10993 -5.51337 -12.43300 -0.65 0.04 0.71
C 14.34379 -7.10037 -12.54812 0.28 -0.06 -0.20
C 20.08314 -2.61520 -9.31817 0.04 -0.42 0.53
```
Forces are in eV/Å.



# 3
Here is an isolated ion of composition C4H13N2O and charge +1 at a distorted geometry from OMol25. Energies are from ωB97M-V with the def2-TZVPD basis set.

Summary:
Total charge: +1
SMILES: [NH3+]CCNCCO
LUMO energy, eV: -3.09

```
20
Properties=species:S:1:pos:R:3:forces:R:3
O -0.94857 1.28970 -1.38318 0.31 -0.23 -0.37
N 1.66358 1.08207 0.18641 -0.19 -0.13 -0.93
N -0.58116 -0.27390 0.88232 0.49 0.26 0.03
C 0.67194 -0.92095 1.20125 0.09 -0.06 0.22
C 1.80084 -0.39788 0.28676 -0.54 -0.67 0.27
C -1.36473 -0.76455 -0.22862 0.10 -1.19 -0.96
C -1.99775 0.35586 -1.01087 0.54 1.56 0.75
H -0.93861 1.44578 -2.33655 -0.20 -0.11 0.25
H 1.65392 -0.82927 -0.70189 0.26 0.22 -0.06
H 1.93290 1.46266 -0.72221 0.20 -0.21 0.02
H -2.12302 -1.52324 0.00239 -0.07 0.22 0.46
H 2.75802 -0.67986 0.70277 0.30 0.07 -0.20
H 0.68803 -2.01370 1.16738 -0.24 -0.07 -0.44
H -2.60511 0.94995 -0.30969 -0.33 -0.37 -0.37
H -2.57536 0.06495 -1.88281 -0.05 -0.28 0.11
H 0.90605 -0.74248 2.24426 0.10 0.45 0.22
H -1.08016 0.03366 1.69753 -0.35 -0.18 0.05
H -0.68571 -1.32323 -0.89393 -0.01 0.29 0.10
H 0.62262 1.20861 0.20976 -0.08 0.27 0.50
H 2.20229 1.57583 0.88891 -0.32 0.16 0.35
```
Forces are in eV/Å.



# 4
Here is a single C3H9NS2 molecule from OMol25. Energies are from ωB97M-V with the def2-TZVPD basis set.

Summary:
SMILES: CNCCSS
LUMO energy, eV: 0.57

```
15
Properties=species:S:1:pos:R:3:forces:R:3
S -0.76724 1.54956 -1.58315 0.01 0.13 -0.05
S -0.74486 3.36241 -0.50760 -0.02 -0.17 -0.03
N -0.52412 -1.00003 0.19518 0.16 -0.09 0.10
C 0.41625 0.09267 0.44196 -0.22 -0.27 0.50
C -0.07843 -2.30967 0.64931 0.22 -0.17 0.11
C 0.72720 0.86766 -0.81875 -0.10 0.35 0.32
H -0.62066 -3.10063 0.14330 -0.29 -0.07 -0.12
H 1.21536 0.21996 -1.54058 -0.02 0.03 -0.20
H 1.37124 1.71781 -0.57548 0.18 -0.16 -0.23
H 0.97167 -2.47166 0.38372 -0.11 0.17 0.10
H -1.41053 -0.79450 0.63238 -0.07 0.09 -0.21
H 0.04901 0.77123 1.22131 -0.07 0.05 -0.14
H -0.19983 -2.47560 1.73064 0.18 0.07 -0.07
H 1.34186 -0.32078 0.84445 0.19 -0.02 -0.04
H -1.74693 3.89159 -1.21669 -0.03 0.06 -0.04
```
Forces are in eV/Å.



# 5
Here is a single C25H24N4O5 molecule at a distorted geometry from OMol25. Energies are from ωB97M-V with the def2-TZVPD basis set.

Summary:
SMILES: CCOc1ccc(-c2cc(NC(=O)Cn3ncc4c3-c3ccccc3OC4)on2)cc1OCC
LUMO energy, eV: 0.50

```
58
Properties=species:S:1:pos:R:3:forces:R:3
O 1.57054 -1.46464 0.90312 0.46 0.96 0.44
O 3.13279 -0.24363 2.81416 0.15 -0.18 0.17
O -2.43734 -1.03515 -4.73776 -0.12 -0.09 0.41
O 0.49365 5.53513 5.38290 0.28 0.06 0.13
O -3.21162 -3.78385 -4.64491 0.15 0.45 0.13
N 1.77724 3.57781 1.51516 0.15 0.15 -0.65
N 2.25909 3.09831 2.67081 -0.31 0.44 0.25
N 2.04733 0.83585 1.10827 -0.13 -0.21 -0.25
N 0.84270 -2.28948 0.11102 -0.74 -0.87 -0.84
C 0.23797 -1.55193 -0.79456 0.72 0.41 0.84
C -2.29840 -5.94179 -5.35706 -0.20 0.32 0.18
C -0.63039 -2.13954 -1.79998 -0.35 -0.42 -0.38
C -2.33016 -3.29235 -3.72094 0.02 0.20 -0.07
C 1.60910 3.62953 3.72877 -0.64 0.59 -0.45
C 1.16392 4.48051 5.92699 0.14 -0.30 0.16
C 3.34127 2.15897 2.61098 0.37 -0.51 -0.04
C -1.78689 -4.04907 -2.68605 -0.12 -0.08 -0.11
C 0.69024 4.53627 3.20908 0.45 -0.29 0.39
C 0.57093 -0.18318 -0.60423 0.38 -0.12 0.51
C 1.97538 3.42522 7.92836 -0.03 0.01 -0.06
C -1.46495 -2.01598 -6.75893 -0.26 0.19 0.32
C -1.14725 -1.38101 -2.84386 -0.01 -0.25 0.07
C 2.83864 0.75665 2.21655 0.14 0.56 0.18
C -2.69864 -1.44374 -6.06959 -0.02 -0.14 -0.66
C -3.45690 -5.17310 -4.72834 0.03 -0.46 -0.10
C 2.47648 2.37234 7.18035 0.10 -0.11 0.03
C 1.31136 4.46746 7.30819 -0.08 0.09 -0.16
C -1.98138 -1.92843 -3.80950 0.07 -0.11 0.05
C 0.83260 4.45257 1.82573 0.17 -0.17 0.31
C 2.36243 2.38519 5.80260 -0.06 0.08 0.08
C 1.74603 3.45259 5.15606 -0.05 0.14 0.28
C -0.15494 5.34204 4.13013 -0.44 -0.13 -0.24
C -0.95285 -3.49111 -1.73955 0.05 0.24 0.00
C 1.40821 -0.20802 0.47839 -0.57 -0.21 -0.71
H -1.39456 -5.83861 -4.76115 0.08 -0.05 0.01
H -0.34454 6.34463 3.73815 -0.01 -0.16 0.06
H -3.01215 -0.51976 -6.56407 0.02 -0.14 0.04
H 4.04160 2.49308 1.83754 -0.08 0.03 0.17
H -1.14986 -2.93595 -6.27234 0.05 -0.12 0.00
H -1.12570 4.84455 4.30105 0.17 0.15 0.04
H 2.95857 1.53949 7.66819 0.04 -0.07 0.04
H -4.34104 -5.24637 -5.36831 0.08 -0.04 0.16
H 2.73034 1.54520 5.23450 0.05 -0.09 -0.07
H -3.52243 -2.16226 -6.10465 0.12 0.22 -0.01
H 0.24642 0.67131 -1.15681 -0.07 0.23 -0.12
H -0.91250 -0.33336 -2.94151 0.03 0.14 -0.03
H 1.84419 1.77484 0.75598 0.03 -0.26 0.06
H -1.69269 -2.22914 -7.79979 -0.01 -0.05 -0.12
H 3.86056 2.11134 3.56725 -0.11 -0.03 -0.16
H 0.30118 4.97410 1.05566 -0.08 0.10 -0.22
H -2.09915 -5.56005 -6.35570 0.03 0.01 -0.09
H 2.07912 3.42396 9.00273 0.00 0.00 0.09
H -2.55509 -6.99507 -5.42826 0.00 -0.13 -0.01
H -0.54704 -4.09022 -0.94128 0.01 -0.12 0.08
H -2.03166 -5.09544 -2.59835 -0.04 -0.09 -0.04
H 0.88823 5.27994 7.87737 -0.06 0.09 0.06
H -0.64480 -1.30285 -6.71395 0.09 0.05 -0.04
H -3.71320 -5.58378 -3.74460 -0.03 0.07 -0.09
```
Forces are in eV/Å.



# 6
Here is a 6-piece molecular cluster, C18H36O18 overall at a distorted geometry from OMol25. Energies are from ωB97M-V with the def2-TZVPD basis set.

Summary:
SMILES: COC(=O)OC.COC(=O)OC.COC(=O)OC.COC(=O)OC.COC(=O)OC.COC(=O)OC
LUMO energy, eV: 0.54

```
72
Properties=species:S:1:pos:R:3:forces:R:3
O 2.15036 3.19782 2.12499 0.10 -2.85 -2.83
O 5.05825 4.50565 -0.66374 -0.16 -1.11 0.51
O 5.73055 2.40958 -1.32460 -1.01 0.98 -1.52
O -6.33238 -4.14664 -0.99669 2.27 -1.49 -2.72
O 4.87955 -1.70110 -4.24499 -1.92 0.84 -1.57
O -4.42822 -2.05076 4.85744 -1.34 -2.36 2.37
O -0.30577 -1.15215 0.77786 2.88 1.09 -0.80
O -3.98198 0.02586 4.08531 -0.58 -2.58 2.54
O 0.39719 3.80550 3.39230 1.09 -2.29 -3.66
O -6.01955 -4.34175 -3.26863 3.23 -1.23 -0.64
O -4.55048 -0.38056 6.23656 -1.76 0.36 1.43
O 3.21547 -0.33309 -4.86648 1.66 -1.00 0.05
O -4.32065 -4.50551 -1.90406 4.08 -0.75 -0.29
O 4.34978 3.64015 -2.59951 1.29 -2.73 -0.13
O 2.87594 -1.67306 -3.11262 0.99 -0.22 -0.45
O 0.09822 2.47465 1.55701 4.38 -0.41 -2.48
O 1.60042 -0.05130 0.15997 -0.78 -2.29 3.38
O -0.24589 0.32407 -1.00391 -0.13 -0.51 1.00
C 4.99559 3.55130 -1.40518 0.45 2.33 -1.86
C 3.15823 3.94186 2.79477 -5.37 1.16 -1.25
C -4.28016 -0.78446 5.01887 0.95 4.60 -4.83
C -5.56264 -4.40852 -1.97882 -7.37 3.18 1.77
C -4.57356 1.06750 6.47706 5.57 -0.07 -0.04
C 3.69544 4.86223 -3.02973 1.08 -1.21 1.06
C 3.60087 -1.27594 -4.00371 0.27 -0.66 0.92
C -3.67355 -4.51647 -0.64480 3.06 1.05 -1.88
C -1.68037 -1.40675 0.62733 -0.66 3.17 -1.46
C 6.29391 2.19331 -0.08129 1.48 -1.92 3.05
C 0.32241 -0.22816 -0.07781 -1.29 0.36 -1.66
C 0.84765 3.16852 2.36326 -0.78 3.81 6.23
C 1.85230 -0.01113 -4.77768 -0.57 -3.53 -4.71
C -1.17888 2.15951 1.88971 -2.36 3.53 -2.25
C -4.12649 -2.85994 3.76728 -3.76 12.72 -5.25
C 5.36609 -2.83391 -3.50054 -5.30 3.28 4.78
C -7.42137 -4.01409 -3.46769 6.15 1.33 12.27
C 2.49932 0.86708 -0.43567 -1.56 -2.80 -2.04
H 6.20047 -3.09576 -3.98966 3.23 -1.03 -1.17
H -7.28340 -2.94751 -3.15488 -1.74 -0.63 0.82
H 4.53112 5.61087 -3.05056 -1.62 -0.02 0.13
H -4.03017 -3.71742 3.89927 0.42 -13.73 4.03
H 1.19285 -0.86911 -4.63287 0.29 0.32 1.07
H 6.95815 2.98255 0.39691 -0.85 -0.68 -1.23
H 1.73104 0.84301 -4.32106 -0.98 3.95 3.53
H -3.53575 1.31381 6.05778 -1.59 0.46 0.07
H 4.11029 3.71455 2.70451 4.15 -1.70 -1.58
H -1.17178 1.63214 2.70884 -0.21 -3.45 4.33
H -2.57348 -4.28954 -0.69331 -1.07 -0.47 -1.04
H 2.35943 0.59390 -1.48516 0.92 0.83 -0.26
H -4.85973 -2.83709 2.82756 1.31 0.78 2.08
H 5.45259 -2.14776 -2.40183 0.42 -3.40 -2.52
H 5.47067 2.00507 0.59091 -0.31 0.35 0.70
H 3.19447 4.65754 -3.98389 0.75 0.00 0.07
H -5.24133 1.81889 6.13596 -1.47 -0.59 -1.08
H 2.22145 1.81809 -0.19951 -0.68 2.77 0.46
H -1.60259 3.10874 2.19316 -0.98 0.13 -0.14
H -1.98757 -1.83576 1.51715 -0.53 -0.70 1.94
H -7.70269 -4.74177 -2.76074 -2.86 -0.05 0.49
H 6.83207 1.16115 0.01184 -0.63 1.95 -1.08
H 2.92605 4.01793 3.74848 -0.97 -0.79 5.12
H 3.42955 0.59611 -0.01868 1.13 -0.17 0.13
H 2.91831 4.81435 -2.28881 -0.53 1.99 0.36
H -7.71626 -3.88606 -4.30456 -3.18 -0.17 -11.20
H -2.19769 -0.38166 0.51225 0.38 -1.86 -0.09
H 1.57552 0.25499 -5.80484 0.25 0.05 -0.22
H 2.86444 4.90846 2.60279 0.54 2.77 -1.42
H -1.95713 -2.09691 -0.15791 0.33 0.15 -0.63
H -3.94771 -3.89640 0.10037 -2.07 3.36 1.50
H 4.54522 -3.66162 -3.48524 1.66 1.45 0.34
H -3.76299 -5.34481 -0.08875 -0.48 -4.15 0.93
H -4.33536 1.32022 7.51308 -0.77 -1.10 0.32
H -3.18120 -2.64322 3.48587 3.04 1.51 -1.69
H -1.73247 1.70073 1.07396 0.46 0.10 -0.11
```
Forces are in eV/Å.



Question: Which formula does entry 6 have?
Answer: C18H36O18